# 1
# C46H32Br4N5O5PW

A structure of composition C46H32Br4N5O5PW (ωB97M-V/def2-TZVPD, the Open Molecules 2025 dataset).

Last column: Mulliken charge in e.
CARTESIAN COORDINATES (ANGSTROEM)
W 1.007983 0.456347 0.088375  2.47
Br 1.168009 7.473651 0.595396  -0.18
Br -1.922061 6.809608 -0.407522  -0.17
Br 3.347949 4.948827 0.901764  -0.15
Br -2.720626 3.665022 -1.190793  -0.09
P -1.209071 -0.776209 -0.266613  2.76
O 1.984794 2.311702 0.229754  -0.59
O 1.366137 -1.557377 -0.176661  0.62
O -0.162835 1.309772 1.579185  -0.39
O -0.320094 1.807133 -0.739697  -0.37
O 2.230785 -3.294201 0.901125  -0.73
N 1.298793 1.174422 -4.219398  0.16
N 1.323214 0.304439 -2.171594  0.94
N 3.225553 0.144685 -0.060959  0.46
N 1.004256 0.144579 3.136929  -1.45
N 1.730409 -0.122480 2.001050  1.31
C 3.383376 -1.339357 3.378678  -2.09
C 1.175905 1.394879 -2.895423  -1.46
C -5.000642 0.658148 1.922871  -0.81
C 2.014486 -2.257887 -5.382122  -0.69
C -0.093100 3.084141 -0.411575  -0.25
C 0.647825 5.708293 0.185986  0.29
C -2.793873 -0.275483 1.902911  -0.60
C -2.513333 -3.138042 0.436741  -0.10
C -1.598878 -0.963805 -2.042200  0.39
C -2.442237 3.204514 4.497895  -0.93
C -4.967086 0.756544 0.541954  -0.76
C -0.841064 1.535535 3.843505  0.58
C -1.595122 2.665532 3.543981  0.04
C 1.202509 3.353948 0.075094  -0.45
C -3.909314 0.133847 2.606430  -0.71
C -2.747026 -0.170023 0.512538  0.37
C -0.937234 0.944869 5.098928  -0.52
C -2.617423 -4.433049 0.910951  -0.78
C -0.238641 -4.520193 1.181192  -0.85
C 1.573865 4.666942 0.328734  0.20
C 2.881404 -0.707087 2.125599  1.09
C 1.262877 -2.676281 0.493390  -0.37
C -1.863049 0.166078 -2.820886  0.20
C -1.474568 -5.126797 1.294878  -0.70
C -1.272054 -2.510878 0.322869  -0.40
C 5.321027 0.086289 -1.173027  -1.17
C -1.758236 -2.334405 -4.023954  -0.78
C 1.920356 -2.071480 -2.956558  -0.85
C -2.028869 -1.211365 -4.787901  -0.79
C -1.550523 -2.211727 -2.657109  -0.89
C 2.117962 -2.816248 -4.100680  -1.02
C -2.086882 0.037147 -4.181954  -0.80
C -0.641821 5.433986 -0.241981  0.32
C 4.011080 0.515134 -1.068881  -0.01
C 0.046998 0.976085 2.801292  -0.54
C 1.547749 -0.171590 -4.392430  0.29
C 5.024100 -1.100430 0.882110  -1.21
C 5.820281 -0.763402 -0.195771  -0.66
C -1.799238 1.476169 6.044707  -0.79
C 3.730683 -0.598495 0.942038  0.81
C -3.844127 0.341643 -0.164324  -0.26
C 1.594002 -0.718870 -3.100566  0.87
C -1.001590 4.111566 -0.551992  -0.36
C 1.738026 -0.918528 -5.548589  -1.20
C -0.126091 -3.221120 0.683912  0.03
C -2.550599 2.606360 5.746294  -0.38
H 1.676284 -0.467110 -6.529460  0.49
H 5.384151 -1.738333 1.674685  0.57
H -3.217488 3.022523 6.490078  0.42
H -1.339668 -3.095753 -2.070061  0.37
H 0.669088 -5.036945 1.457099  0.52
H 2.367457 -3.863962 -4.000867  0.49
H 1.164443 1.862080 -4.938890  0.29
H -1.882209 1.013384 7.019108  0.40
H -3.407917 -2.595207 0.160028  0.55
H -3.023256 4.086755 4.265212  0.46
H 3.543995 -2.403044 3.188284  0.38
H -1.705743 -3.309337 -4.489782  0.44
H 5.927187 0.404624 -2.007709  0.47
H 2.649171 -1.221251 4.168651  0.42
H -3.590583 -4.899007 0.989458  0.45
H -2.198216 -1.306182 -5.853099  0.41
H -5.816038 1.158627 0.004532  0.48
H -0.338904 0.071649 5.318202  0.47
H 6.830735 -1.142404 -0.267648  0.45
H 2.169883 -2.880947 -6.252605  0.41
H 3.567965 1.172355 -1.800813  0.50
H -1.947879 -0.698182 2.435804  0.60
H -3.921316 0.063663 3.686368  0.41
H -1.512715 3.108700 2.559791  0.56
H -5.873990 0.990372 2.468319  0.41
H -1.553481 -6.137109 1.673084  0.42
H -3.838905 0.410835 -1.243466  0.44
H 2.027488 -2.512171 -1.980760  0.46
H -1.880168 1.142372 -2.358485  -0.11
H -2.308075 0.917768 -4.772822  0.49
H 4.326869 -0.895080 3.698688  0.38
H 0.976755 2.375288 -2.498819  0.60

Cartesian forces, eV/Å:
W -0.4 -0.1 -0.4
Br 0.0 0.0 0.0
Br 0.0 0.0 0.0
Br 0.0 0.0 0.0
Br 0.0 0.0 0.0
P -0.1 -0.1 0.1
O -0.1 0.1 0.1
O -0.2 -0.3 -0.3
O 0.3 0.4 0.5
O 0.1 -0.1 0.1
O -0.2 0.0 -0.2
N 0.0 -0.1 0.2
N 0.1 0.1 -0.4
N -0.1 0.1 0.2
N -0.2 0.2 -0.1
N -0.2 0.0 0.0
C -0.1 0.0 0.0
C 0.0 -0.1 0.0
C 0.0 0.0 0.0
C 0.0 0.0 0.0
C 0.1 0.1 0.0
C 0.1 0.0 0.0
C 0.1 0.0 0.0
C 0.0 0.0 0.0
C 0.0 0.0 0.0
C 0.0 0.0 0.0
C 0.0 0.0 0.0
C 0.0 0.1 -0.1
C 0.0 0.0 0.0
C 0.0 0.0 -0.1
C -0.1 0.1 0.0
C 0.2 0.1 0.0
C 0.0 0.0 0.0
C 0.1 0.0 0.0
C 0.0 0.1 0.0
C 0.1 0.0 0.1
C 0.4 0.0 -0.2
C 0.2 0.1 0.3
C 0.0 0.0 0.0
C -0.1 0.1 0.0
C 0.2 0.0 0.1
C -0.1 0.1 0.0
C 0.0 0.0 0.0
C 0.0 0.1 0.1
C 0.0 0.0 0.0
C 0.0 0.0 0.0
C 0.0 0.0 0.0
C 0.0 0.0 0.0
C -0.1 -0.1 0.0
C 0.2 0.0 0.1
C 0.3 -0.4 0.2
C 0.0 -0.1 0.1
C 0.1 0.0 -0.1
C 0.0 -0.1 0.1
C 0.0 0.0 0.0
C -0.2 0.0 0.3
C 0.0 0.0 -0.1
C 0.0 0.1 -0.1
C -0.1 0.1 -0.1
C 0.0 0.0 0.0
C 0.0 0.0 -0.1
C 0.0 0.0 0.0
H 0.0 0.0 0.0
H 0.0 0.0 0.0
H 0.0 0.0 0.0
H 0.0 0.0 0.0
H 0.0 0.0 0.0
H 0.0 0.0 0.0
H 0.0 0.0 0.0
H 0.0 0.0 0.0
H 0.0 0.0 0.0
H 0.0 0.0 0.0
H 0.0 0.0 0.0
H 0.0 0.0 0.0
H 0.0 0.0 0.0
H 0.0 0.0 0.0
H 0.0 0.0 0.0
H 0.0 0.0 0.0
H 0.0 0.0 0.0
H 0.0 0.0 0.0
H 0.0 0.0 0.0
H 0.0 0.0 0.0
H 0.0 0.0 0.0
H 0.0 0.0 0.0
H 0.0 0.0 0.0
H 0.0 0.0 0.0
H 0.0 0.0 0.0
H 0.0 0.0 0.0
H 0.0 0.0 0.0
H 0.0 0.0 0.0
H 0.0 0.1 0.0
H 0.0 0.0 0.0
H 0.0 0.0 0.0
H 0.0 0.0 0.0

orbital gap (spin up / spin down) = 6.1 / 6.1 eV
LUMO (spin up / spin down) = -0.32 / -0.32 eV
maximum force = 0.65 eV Å⁻¹
relative energy (zero: lowest compared OMol25 entry of this formula, charge and spin) = 3.20 kJ/mol
2S+1 = 1



# 2
# CH3F3NS

The ion CH3F3NS with charge +1 (ωB97M-V/def2-TZVPD, the Open Molecules 2025 dataset).

Last column: Mulliken spin population.
CARTESIAN COORDINATES (ANGSTROEM)
S -0.967529 0.532580 0.447976  0.66
F -1.124555 0.932255 1.982112  0.17
F -2.207743 -0.448312 0.384274  0.12
F -1.808534 1.762954 0.039792  0.01
N 0.310276 0.472185 -0.309440  0.80
C 1.170991 -0.638556 -0.629628  0.07
H 1.745171 -0.806454 0.310302  0.12
H 2.040914 -0.253769 -1.161633  0.05
H 0.841009 -1.552883 -1.063755  0.01

Cartesian forces, eV/Å:
S -5.1 -3.2 5.4
F 0.6 1.4 1.0
F -1.6 -0.2 -1.3
F 1.9 -0.7 -1.1
N 4.9 1.2 -4.3
C 0.6 1.9 0.3
H -0.3 -0.2 0.6
H 0.0 0.3 -0.5
H -1.1 -0.5 0.0

orbital gap (spin up / spin down) = 8.7 / 7.8 eV
LUMO (spin up / spin down) = -4.96 / -10.68 eV
maximum force = 8.07 eV Å⁻¹
total charge = +1
relative energy (zero: lowest compared OMol25 entry of this formula, charge and spin) = 219.82 kJ/mol
2S+1 = 3



# 3
# H15O8Y

A structure of composition H15O8Y (ωB97M-V/def2-TZVPD, the Open Molecules 2025 dataset).

Last column: Mulliken charge in e.
CARTESIAN COORDINATES (ANGSTROEM)
Y -3.676374 0.449175 -3.089198  2.09
O -3.205837 -2.920650 -3.284251  -0.56
O -3.481113 -1.088303 0.184278  -0.59
O -7.205381 -4.377587 -5.391951  -0.63
O -6.020704 -0.634741 -5.630090  -0.59
O -0.647561 -4.702624 -1.275842  -0.60
O -2.207179 -5.404714 -6.198348  -0.60
O -7.340622 -4.423191 -1.412099  -0.60
O -0.066225 0.067941 -2.695549  -0.60
H -6.380107 -0.173971 -6.388223  0.33
H -3.345894 -2.028536 0.066340  0.33
H -3.496027 -0.965182 1.133399  0.32
H -3.584693 -3.818522 -3.214789  0.26
H 0.420805 -0.655517 -3.090062  0.33
H -6.408451 -4.534756 -1.598796  0.30
H 0.573071 0.776723 -2.623801  0.34
H -1.378388 -4.938876 -6.309414  0.31
H -6.293383 -1.544328 -5.750631  0.32
H -2.664848 -4.919837 -5.511576  0.28
H -7.645425 -4.560515 -4.561810  0.33
H 0.146593 -4.489754 -1.765979  0.31
H -7.367962 -3.783833 -0.700265  0.30
H -1.361711 -4.371791 -1.820600  0.29
H -6.987553 -5.240861 -5.743432  0.32

Cartesian forces, eV/Å:
Y 0.4 -3.4 0.1
O 0.5 1.8 0.0
O -0.1 0.5 -1.1
O 0.3 0.5 0.0
O 0.8 0.7 0.8
O -0.1 0.1 0.2
O -0.1 -0.1 0.0
O 0.0 0.1 -0.3
O -1.2 0.2 -0.1
H -0.1 0.3 -0.3
H 0.1 -0.4 -0.1
H 0.0 0.3 0.4
H -0.6 0.6 0.1
H 0.1 -0.4 -0.1
H 0.2 -0.2 0.0
H 0.3 0.4 0.1
H 0.3 0.0 -0.1
H -0.1 -0.7 0.1
H -0.1 0.1 0.1
H -0.3 -0.1 0.3
H 0.3 -0.1 -0.1
H -0.2 0.1 0.3
H -0.2 0.0 -0.2
H 0.0 -0.2 -0.2

orbital gap = 3.7 eV
LUMO = -12.02 eV
maximum force = 3.46 eV Å⁻¹
total charge = +2
relative energy (zero: lowest compared OMol25 entry of this formula, charge and spin) = 1409.04 kJ/mol
2S+1 = 1